No. 1
Computed, not measured: a structure of composition C29H45Cl2LaN2PS at a distorted geometry, with ωB97M-V/def2-TZVPD.

LUMO energy (alpha / beta) = 2.01 / 2.01 eV
Calculated total energy = -79816.658 eV
Frontier orbital gap (alpha / beta) = 3.8 / 3.8 eV

Structure (ORCA input):
```
! RIJCOSX wB97M-V def2-TZVPD def2/J DEFGRID3
* xyz -1 1
P -0.8498 -0.6467 -0.2134
C -0.2412 -2.2555 0.5284
C -1.2306 -3.4258 0.5669
C -0.6493 -4.5737 1.4052
C 0.7425 -4.9921 0.9176
C 1.7095 -3.8075 0.8053
C 1.1182 -2.6754 -0.0433
C -0.8896 -0.7648 -2.0755
C -1.5955 -1.9946 -2.6391
C -1.7168 -1.8551 -4.1650
C -0.3558 -1.6157 -4.8300
C 0.4144 -0.4499 -4.1973
C 0.5106 -0.6012 -2.6790
C -2.6469 -0.5507 0.2864
C -2.7938 -0.4687 1.8154
C -4.2718 -0.4329 2.2287
C -5.0452 0.6992 1.5443
C -4.8533 0.6883 0.0248
C -3.3789 0.6172 -0.3874
H -0.0687 -1.9062 1.5666
H -1.4403 -3.7772 -0.4549
H -2.1949 -3.1154 0.9905
H -1.3349 -5.4308 1.3773
H -0.5713 -4.2320 2.4483
H 1.1574 -5.7423 1.5984
H 0.6472 -5.4718 -0.0652
H 1.9085 -3.4113 1.8114
H 2.6617 -4.1352 0.3703
H 1.7944 -1.8101 -0.0717
H 0.9982 -3.0248 -1.0804
H -1.4732 0.1337 -2.3479
H -2.3689 -0.9960 -4.3788
H -2.5893 -2.1201 -2.1852
H -1.0187 -2.8995 -2.3935
H -2.1904 -2.7533 -4.5806
H -0.4963 -1.4264 -5.8996
H 0.2486 -2.5279 -4.7433
H 1.4231 -0.3769 -4.6238
H -0.1102 0.4915 -4.4154
H 1.0259 0.2577 -2.2323
H 1.1282 -1.4749 -2.4325
H -3.0724 -1.5036 -0.0825
H -2.2967 -1.3171 2.3057
H -2.2814 0.4277 2.2038
H -4.7315 -1.3900 1.9488
H -4.3488 -0.3441 3.3193
H -4.7063 1.6631 1.9445
H -6.1114 0.6113 1.7790
H -5.3182 1.5737 -0.4271
H -5.3606 -0.1931 -0.3881
H -3.3141 0.5429 -1.4803
H -2.8805 1.5638 -0.1340
La 0.4647 1.9326 1.0071
Cl -0.9380 2.8513 -1.0914
Cl 0.4136 0.3989 3.1866
C 2.2059 0.6513 0.1715
H 2.4757 -0.0368 1.0062
C 3.2160 0.9951 -0.7481
C 2.9324 1.9008 -1.8429
C 3.9044 2.2395 -2.7633
C 5.2011 1.7198 -2.6339
C 5.5232 0.8675 -1.5604
C 4.5570 0.5000 -0.6406
H 1.9213 2.3200 -1.8910
H 3.6558 2.9217 -3.5837
H 6.5468 0.4991 -1.4582
H 4.7856 -0.1503 0.2047
H 5.9613 1.9958 -3.3564
C 3.3834 5.1254 3.7425
N 1.9753 4.7561 3.7718
C 1.0781 4.9747 4.7979
C -0.1392 4.5441 4.3953
N 0.0132 4.0989 3.0722
C 1.3363 4.2986 2.6787
S 2.1008 4.1985 1.1773
H 4.0034 4.2339 3.5981
H 3.5643 5.8064 2.9049
H 3.6340 5.6097 4.6841
H 1.3812 5.4746 5.7053
H -1.0808 4.5067 4.9093
H -0.7673 3.9864 2.4169
*
```

No. 2
Computed, not measured: a structure of composition C29H45ClN4O3Tc at a distorted geometry, with ωB97M-V/def2-TZVPD.

LUMO energy (alpha / beta) = 4.41 / 4.32 eV
Calculated total energy = -57625.566 eV
⟨S²⟩ = 3.777
Frontier orbital gap (alpha / beta) = 1.4 / 3.8 eV

Structure (ORCA input):
```
! RIJCOSX wB97M-V def2-TZVPD def2/J DEFGRID3
* xyz -2 4
Tc -0.2924 0.1524 0.0243
Cl -1.2383 -1.7313 -0.7999
C -3.2826 2.9189 -0.4697
C -2.0653 1.0632 -0.1434
N -2.4075 2.0467 -1.0496
H -4.0955 2.9431 1.5874
N -2.7094 1.4124 1.0189
H -3.7194 3.7464 -1.0067
C -1.8054 2.2197 -2.3915
C -2.7948 2.9661 -3.2694
C -0.5278 3.0550 -2.2963
H -2.9396 3.9962 -2.9286
H -2.3856 3.0097 -4.2855
H -3.7569 2.4449 -3.3105
H -1.1941 1.0200 -4.0536
H -2.4247 0.2380 -3.0198
H 0.1096 2.7704 -1.4516
C -1.5277 0.8662 -3.0174
H -0.7823 4.1115 -2.1517
H 0.0518 2.9552 -3.2261
H -0.7238 0.3043 -2.5208
C -3.4739 2.5258 0.8146
C -1.5466 1.5877 3.1824
H -1.8253 2.6481 3.1782
H -1.5681 1.2125 4.2172
C -2.5194 0.7652 2.3372
H -1.7807 -1.0976 3.1099
C -3.8583 0.7247 3.0527
H -4.6108 0.2103 2.4472
H -0.5124 1.5126 2.8242
H -0.9756 -0.6447 1.5828
H -4.2093 1.7299 3.3067
H -3.7328 0.1690 3.9888
C -1.9895 -0.6351 2.1345
H -2.6935 -1.2617 1.5762
C 3.3419 -2.6642 -0.8924
N 2.5586 -1.5406 -1.0905
H 3.5324 -3.9306 0.8906
N 2.1660 -2.2479 0.9192
H 4.0083 -3.0528 -1.6417
C 2.4438 -0.8587 -2.4014
C 3.7563 -1.0222 -3.1470
C 1.3411 -1.5106 -3.2305
H 3.9421 -2.0649 -3.4246
H 3.6996 -0.4436 -4.0780
H 4.5972 -0.6354 -2.5600
H 2.1958 1.0951 -3.2241
H 2.9573 1.0972 -1.6118
H 0.3979 -1.5564 -2.6741
C 2.1864 0.6220 -2.2282
H 1.6290 -2.5322 -3.5068
H 1.1877 -0.9323 -4.1537
H 1.1984 0.8577 -1.7976
C 3.1043 -3.0982 0.3595
C 0.2048 -3.1960 2.0921
H 0.3800 -4.2354 1.7883
H -0.3229 -3.2008 3.0570
C 1.5393 -2.4727 2.2463
H 1.0283 -1.3978 4.0204
C 2.4517 -3.3691 3.0625
H 3.4490 -2.9274 3.1720
H -0.4347 -2.7339 1.3336
H 0.6657 -0.4720 2.5732
H 2.5282 -4.3727 2.6306
H 2.0174 -3.4774 4.0647
C 1.3903 -1.1685 3.0061
H 2.3510 -0.6492 3.0856
C 1.8312 -1.2865 0.0221
O 3.7040 1.3701 1.7012
C 3.4649 2.6656 2.0139
C 4.4975 3.4031 2.6128
C 4.2958 4.7363 2.9485
C 3.0652 5.3578 2.6966
C 2.0341 4.6334 2.0989
C 2.2105 3.2908 1.7508
C 1.0725 2.5943 1.1105
O 0.0177 3.1896 0.8336
O 1.2405 1.2922 0.8724
H 2.8543 1.0393 1.2960
H 5.4493 2.9033 2.8024
H 5.1069 5.3003 3.4126
H 2.9017 6.4021 2.9603
H 1.0689 5.0893 1.8864
*
```